340
Properties=species:S:1:pos:R:3:forces:R:3:lowdin_charge:R:1 method="wB97M-V/def2-TZVPD" e_homo_ha=-0.2843
H -0.5871 3.8483 -3.9238 0.1 -0.2 -0.1 0.063
H 2.2857 -1.6407 6.9879 0.0 0.0 0.2 0.034
C -7.0143 5.9240 -0.6752 0.6 -0.5 0.0 -0.113
H -4.0213 1.0368 2.2829 0.8 0.4 0.7 0.065
H -4.6387 -1.6214 -4.1941 -0.5 0.1 -0.2 0.106
H 2.6293 2.6890 -5.7171 -0.1 0.1 -0.1 0.075
H 4.2244 -1.3947 3.9149 -0.1 0.2 -0.1 0.071
H 0.1290 9.7219 0.5248 -0.2 0.0 0.0 0.082
H 1.4503 -7.0832 -2.1450 -0.3 -0.5 0.0 0.073
H 5.2323 -2.4304 -7.5196 0.1 0.0 0.6 0.054
C -1.3278 -0.4150 -1.3295 2.4 2.3 0.3 -0.080
H -0.2105 3.7106 3.6601 0.0 -0.3 -0.2 0.044
H -1.4766 2.6465 7.6147 0.2 0.1 0.1 0.076
H -7.8129 -3.7333 -4.2809 -0.4 -0.1 0.1 0.078
H 2.6578 -6.3833 1.2313 0.0 -0.1 -0.2 0.079
H 1.5367 -4.1306 5.6277 0.0 0.1 -0.2 0.068
H 5.1467 -11.0187 -4.0666 -0.8 0.9 -0.1 0.084
H 1.7501 10.6109 -2.3953 -0.1 0.2 0.1 0.072
N -6.8194 -1.1981 3.5096 1.0 0.9 -0.6 -0.314
C 0.4511 8.3374 7.5373 0.8 -0.6 -0.7 -0.105
O 0.2626 6.3195 -2.7680 0.3 1.0 0.8 -0.292
N -5.0083 -3.1404 3.1271 -1.1 -0.7 -1.7 -0.307
H -0.8364 -4.4340 3.9825 0.4 0.5 0.5 0.079
C 0.5380 -4.5843 -4.7614 -0.3 1.5 -0.4 -0.094
C 2.3114 -7.7510 -2.1196 1.7 0.9 -0.2 -0.146
H -3.9422 -1.3047 -0.0599 0.1 0.3 -0.3 0.053
H 7.2916 -1.6342 1.4351 -0.2 0.2 -0.5 0.097
H -2.3172 -5.8942 -3.6152 0.0 0.2 -0.4 0.083
H -1.2526 8.5169 2.7474 -0.3 0.0 -0.1 0.048
H -2.2183 4.2464 -3.5564 -0.5 -0.7 -0.2 0.047
C 3.6716 2.9055 -5.4829 -0.5 -0.4 1.0 -0.034
H 3.6687 -3.2931 -4.0390 0.1 -0.4 -1.1 0.061
H 5.2594 -4.6318 -5.3649 -0.2 0.5 0.1 0.070
H 4.0606 -1.8963 5.5744 0.1 0.3 0.1 0.076
H 2.8898 -11.2902 1.6190 -0.1 -0.2 -0.1 0.069
C 4.4143 2.1683 -7.7306 0.2 -0.8 0.0 -0.044
O 7.8141 -0.2136 -0.2126 1.3 1.1 -0.4 -0.013
H 2.8472 -0.3261 -5.3985 0.3 0.1 0.1 0.079
C -1.6265 1.1353 -1.4760 -1.3 -1.9 0.2 -0.145
H -1.7420 -0.8403 -0.4153 -0.1 0.3 0.1 0.094
H 3.0408 -3.5080 6.3206 -0.3 0.5 0.0 0.063
H -2.7766 -5.8250 -1.9517 -0.3 0.3 0.1 0.078
H -5.5202 -5.9138 -6.3099 0.2 0.8 -0.1 0.096
C -1.5519 4.0394 -4.3937 0.9 -0.5 -0.2 -0.042
H 1.5038 -1.5473 8.6054 0.0 -0.1 0.1 0.079
H -7.0947 0.5285 2.2977 0.2 0.0 0.2 0.067
H -5.6738 3.8679 -3.9721 0.0 0.0 -0.2 0.062
H 4.8587 1.3082 -8.2315 0.2 -0.1 0.2 0.078
H -2.7938 3.9799 1.1350 0.1 0.1 -0.1 0.065
H 3.9480 1.2523 7.9675 0.2 -0.2 0.1 0.088
C -0.6050 0.5726 9.5579 1.8 1.0 -0.4 -0.082
C 4.8819 3.7849 2.7112 0.3 -1.0 -1.1 -0.017
C 0.9518 8.4097 4.1607 -1.7 0.0 0.3 -0.087
H -7.3304 6.7353 -1.3310 0.0 0.1 0.0 0.080
C 6.3967 -2.0682 0.9892 -0.7 -0.8 0.3 -0.038
H 2.0097 5.9457 5.3942 0.1 0.4 -0.5 0.065
H -4.5853 -2.0027 4.7092 0.4 0.0 0.6 0.049
C -0.6332 7.2091 0.0502 1.1 0.3 -1.3 -0.083
H 2.4449 4.9274 -1.3931 0.0 -0.2 0.3 0.064
C -3.9849 0.0359 2.7130 -0.1 -0.4 -0.1 -0.126
H -0.0731 10.1586 -4.1527 0.2 0.2 0.2 0.073
H 5.1123 -3.1573 -1.0799 -0.7 -0.2 -0.1 0.087
N 6.0861 -1.5590 -0.3179 -0.2 0.4 -1.3 -0.185
C -5.2213 -3.2649 -5.5216 -1.4 0.2 0.7 -0.126
H 4.9259 3.0365 -8.1460 -0.1 0.3 0.4 0.088
H -6.7096 2.7882 0.4370 0.4 -0.5 0.0 0.070
C -1.6202 8.2126 3.7274 1.5 -0.3 0.5 -0.088
C 1.0292 2.7928 -0.8563 -0.1 0.4 -0.7 -0.029
H -6.5561 1.5111 -2.6214 0.1 0.4 -0.5 0.086
H 2.1855 -3.0333 -3.3773 -0.4 0.1 0.4 0.066
H -0.7596 -2.1115 3.8242 -0.1 -0.1 0.2 0.066
H -4.9795 -4.3337 -1.3887 0.4 -0.3 0.1 0.086
H 2.8241 -4.6405 -3.3196 0.0 -0.4 -0.1 0.078
H -1.6846 -1.0185 -2.1641 0.2 0.2 -0.1 0.091
H 1.7430 8.2755 4.8983 -0.4 -0.6 0.2 0.067
C -1.2796 2.3014 6.5997 0.5 0.0 1.3 -0.078
H 4.0686 -12.7409 0.6610 -0.2 -0.1 -0.1 0.076
C 0.2637 1.1063 5.1909 0.3 -0.6 -0.1 -0.110
H 1.3360 6.1487 8.6933 0.5 -0.2 -0.5 0.083
P 1.1081 7.4072 -2.1850 -0.7 0.8 0.1 0.636
H 1.9491 -0.2572 -2.6006 0.2 -0.1 0.3 0.078
C -7.2459 -1.8102 4.7741 1.1 -0.4 -1.6 -0.104
H -2.5164 -2.3970 -3.4375 -0.3 0.0 0.2 0.099
H 3.1838 -5.0033 0.2608 0.0 0.2 -0.2 0.078
C 0.5509 5.9022 7.9784 -0.5 0.7 -0.5 -0.089
H 0.6362 -1.0477 7.1332 -0.1 -0.2 0.1 0.071
H 2.4010 6.1370 -0.0486 -0.4 -0.2 0.0 0.078
C 3.5999 -12.6114 -0.3146 -0.6 1.7 -1.5 -0.073
H 2.1186 4.4129 4.7269 -0.6 -0.6 0.2 0.058
H -1.0633 0.8244 10.5143 -0.3 0.5 -0.3 0.076
H 2.7298 -13.2391 -0.5073 0.3 -0.6 0.5 0.073
O 6.7961 1.7599 3.1629 0.3 0.1 0.0 -0.004
H 1.5119 -5.0911 0.8869 0.1 0.1 -0.1 0.074
O -3.6292 1.8101 -6.2587 -0.4 1.1 1.7 -0.034
H 2.9673 -7.3641 -1.3397 0.2 0.2 0.0 0.067
C -1.2530 1.9094 -0.2242 -0.1 -1.1 -0.6 -0.136
H 0.6877 0.7118 -3.2350 -0.6 0.4 0.7 0.066
C -6.2547 -5.4470 -5.6537 -2.2 -0.9 0.1 -0.058
H -0.0547 1.6995 2.1985 -0.7 0.0 -0.1 0.068
H -0.2162 8.9870 6.9708 -0.2 0.2 0.6 0.076
O 2.7295 -2.1053 1.6788 -0.3 0.3 0.6 -0.274
C -5.7429 1.9470 -2.0411 -0.4 0.6 0.9 -0.116
H -5.7685 2.5054 1.9954 -0.4 -0.1 -0.1 0.059
H 5.1498 1.9428 -0.1692 -0.5 0.1 0.0 0.090
H 1.6680 -2.1937 -0.8155 0.0 0.4 -0.3 0.067
H -6.0945 -2.6408 -5.7116 -0.1 0.2 -0.5 0.121
H 0.1108 -5.2386 -5.5213 0.2 0.0 0.2 0.084
H 1.4249 2.3475 1.8290 0.4 0.4 -0.4 0.079
H -8.1167 0.4337 3.7164 -0.1 0.0 0.0 0.078
H 0.3068 -1.6187 -6.2174 -1.1 1.2 0.0 0.076
H 3.8120 3.5994 2.8065 -0.2 0.3 0.1 0.067
N 2.7241 -2.8130 4.3204 -0.2 -1.4 -0.9 -0.270
H -4.9490 -5.1954 3.3575 0.4 -0.2 0.3 0.068
H 3.9321 -5.7604 -5.6427 -0.2 0.3 -0.1 0.070
H 0.7921 -5.2254 3.7402 -0.1 0.2 0.3 0.069
H 1.6481 9.6973 -0.3181 0.1 -0.1 -0.1 0.063
H -6.5569 -1.5135 5.5649 -0.6 0.5 0.6 0.071
P -5.9404 -1.9282 2.2437 0.7 0.5 2.4 0.629
N 2.0959 0.3248 7.7536 -0.1 -1.0 -2.1 -0.295
C -7.1062 0.2501 3.3515 -0.5 -1.2 0.3 -0.116
H -0.1201 -3.7258 -4.6278 -0.4 0.5 -0.8 0.052
H 3.9405 -1.7384 -5.3786 -0.2 0.0 0.1 0.062
H 4.7602 -12.4604 -3.3565 0.4 -0.7 -0.1 0.068
C 0.8625 -0.1745 -2.6251 0.6 -0.9 -0.6 -0.035
C 6.9041 -0.6688 -0.8674 0.1 0.4 0.5 -0.361
C 3.3609 0.4448 8.4048 0.7 0.1 1.0 -0.133
H -4.7329 7.0065 0.8473 -0.1 0.1 0.1 0.067
H 3.9035 -0.4973 8.4830 0.1 -0.1 -1.0 0.084
C -4.6039 -0.5243 0.3160 -0.2 0.2 1.2 -0.077
C 3.4898 -1.6407 4.6817 0.6 -0.1 -0.2 -0.127
N 1.2118 8.7406 -3.2443 -0.6 -1.3 1.2 -0.303
H 5.3024 -5.6951 -6.7117 -0.2 0.1 -0.5 0.074
H -1.3220 0.4436 8.7471 0.0 0.0 0.2 0.065
H 4.2027 -2.9000 -8.7675 -0.4 -0.3 0.0 0.079
H 5.0744 4.7815 2.3138 -0.1 0.2 0.2 0.085
C -0.3097 -2.1910 2.8346 0.3 0.1 -0.1 -0.117
C -2.5669 -5.1956 -2.8166 0.1 0.2 0.0 -0.037
C 2.8612 5.8527 -0.9949 0.1 -0.1 0.5 -0.121
H -3.7773 2.9334 -4.4786 -0.3 -0.1 -0.2 0.108
N -4.7440 3.6304 0.5889 -1.2 -1.8 -2.7 -0.302
C -5.8286 -4.4026 -4.6840 2.2 -0.4 2.0 -0.516
C 5.4040 1.2022 -5.7332 1.2 -1.9 0.6 -0.414
N 0.4202 8.0234 -0.6697 -0.5 -1.6 -1.1 -0.274
C 0.9977 -1.2173 -6.9586 -0.8 -1.0 -0.5 -0.141
H 2.3636 10.2647 -4.0156 0.2 0.1 0.0 0.085
P 2.2595 -3.6545 -6.7540 -0.1 2.2 1.3 0.628
N 4.5115 2.0042 -6.2685 -1.4 2.7 -1.3 -0.166
H 4.5101 6.1717 -2.8536 -0.4 -0.4 0.5 0.090
C 4.2846 -11.6740 -3.9425 1.7 -1.6 0.7 -0.123
H 3.8075 3.0670 0.4618 0.0 -0.3 -0.6 0.061
H -4.6951 -6.8597 -3.6580 0.0 -0.2 0.1 0.102
P 3.3331 -10.2435 -1.8802 -0.2 0.1 1.5 0.554
H 3.7835 2.7497 -4.4100 0.2 -0.7 -0.1 0.084
N 1.8830 -4.0645 -5.1246 0.3 -1.9 -1.4 -0.282
C 4.8715 2.8511 0.3653 0.7 1.0 1.0 -0.038
N 3.0899 -11.1969 -0.4752 0.2 -0.4 -0.3 -0.300
O 5.6446 0.9914 -4.5580 -0.3 0.5 0.1 0.008
H 1.8405 -12.2677 -4.4467 -0.2 0.4 -0.1 0.085
P -4.7325 4.3578 -0.9682 -3.0 -2.3 -0.4 0.588
H 4.0228 -12.1864 -4.8683 -0.4 0.6 -0.2 0.084
H -0.3397 5.8631 8.6056 -0.4 0.1 -0.1 0.077
H 0.0431 -2.5403 -1.4987 0.3 -0.3 -0.5 0.074
H -6.7001 4.9989 -3.1188 0.0 -0.1 0.1 0.062
H 5.6190 -3.8204 -8.4317 -0.3 -1.0 0.4 0.080
H 0.2033 -2.1595 0.1257 0.1 0.5 0.3 0.060
H -7.3193 3.3940 -3.5526 0.0 -0.1 0.4 0.083
H -1.3431 6.7795 -0.6566 0.3 -0.2 -0.1 0.059
H 3.8227 3.9842 -5.5254 0.5 0.0 -1.0 0.083
H 2.3554 -0.1453 0.7999 -0.2 -0.6 0.3 0.062
H 0.8440 9.4936 4.1189 -0.1 0.1 -0.4 0.077
C -4.7828 6.9951 -0.2415 -0.7 -0.9 -0.5 -0.071
N 2.7305 6.9152 -1.9650 -1.1 1.5 1.9 -0.319
H 0.3119 -10.3143 -1.5263 0.0 -0.1 0.1 0.064
H 0.1273 -1.2149 2.6241 0.5 -0.2 -0.2 0.073
C 4.7784 -3.3253 -7.9455 -0.9 1.1 -0.1 -0.113
H -2.9975 -0.4109 2.8289 0.6 0.4 -0.4 0.066
C 0.0064 9.0780 -4.0336 0.7 0.3 -0.6 -0.099
C 2.6552 -10.6142 0.7968 0.3 -0.1 -0.5 -0.121
H 3.3853 2.1567 -8.0899 -0.2 0.2 0.4 0.087
H 6.6405 -0.3651 -1.8923 0.1 0.0 0.0 0.137
H -4.7813 1.6966 -2.4890 0.0 -0.4 0.2 0.070
H 1.0592 1.6939 4.7326 0.5 -0.4 0.1 0.083
H -2.2581 7.3330 3.6415 -0.1 0.1 -0.1 0.062
H -1.2152 3.1857 5.9657 -0.1 -0.2 -0.1 0.054
H 0.1895 8.6965 -5.0381 -0.5 -0.2 -0.1 0.080
H -1.6933 -4.5824 -2.5958 0.2 -0.1 0.1 0.062
H 1.1480 -0.1402 -7.0319 -0.3 0.0 0.4 0.078
H 0.6911 -1.6013 -7.9316 -0.4 0.3 -0.1 0.075
C 4.6217 -5.0722 -6.1314 -0.5 0.4 -0.6 -0.097
H -5.7511 -4.7541 1.9708 0.4 0.4 -0.7 0.072
H -1.8212 1.5495 0.6335 0.0 -0.6 0.2 0.102
N 2.1857 -1.8906 -6.6254 4.3 -2.3 -0.1 -0.310
H -0.5474 1.2134 4.4706 -0.6 0.5 0.6 0.067
H -6.5455 4.0737 1.5383 -0.2 0.0 0.7 0.075
H 3.9959 7.6384 -3.4756 -0.4 0.3 -0.2 0.071
H 1.1175 -11.9178 -2.8408 0.2 0.5 -0.2 0.064
C 3.2954 -1.1171 -5.9998 -0.9 -1.0 -0.7 -0.099
P 2.2876 -3.1344 2.6477 0.5 -0.6 2.7 0.624
H -4.2504 0.4832 0.0971 0.6 0.0 0.3 0.058
C -4.8537 -4.4913 2.5309 -1.0 0.4 1.2 -0.113
H 3.0075 6.2118 -3.8439 0.5 -0.3 -0.5 0.082
H -3.5916 -3.1959 -1.1654 0.7 -0.8 0.1 0.063
N 0.4262 1.6230 9.1885 -1.3 0.9 -0.5 -0.298
H -3.9677 5.1098 1.7980 0.1 0.2 0.6 0.074
C -4.0998 -2.8595 4.2420 -1.2 1.4 -1.1 -0.111
O 2.1509 0.3884 0.0286 0.9 0.4 -0.9 -0.017
N -0.4046 7.8271 4.5208 -0.2 0.7 1.0 -0.278
H 0.4615 3.7005 -1.0613 -0.2 0.4 0.9 0.077
H 2.8660 -0.7668 4.8693 0.0 0.1 0.1 0.065
N 0.6223 -3.3202 2.8086 0.4 0.0 -0.2 -0.294
C -6.0216 3.1864 1.1828 0.4 1.2 -0.7 -0.087
H 5.4017 3.6992 -0.0677 -0.4 0.1 -0.8 0.084
C -3.6956 -4.2103 -3.2041 -0.9 -1.4 2.8 -0.487
H 4.0717 -1.7239 -0.6099 -0.4 -0.6 -0.1 0.066
H -1.6437 2.9228 -0.3168 0.7 0.3 -0.2 0.090
C 2.0308 -12.1750 -3.3774 -0.5 -0.5 0.3 -0.122
N -0.0201 1.5141 6.5673 -1.6 -0.1 -1.0 -0.286
H -6.7312 -6.2932 -5.1585 0.0 0.0 0.4 0.080
C 0.4030 2.3460 1.4498 0.9 -0.8 0.9 -0.049
H -6.4440 0.8702 3.9557 0.2 0.2 -0.1 0.069
H 2.8486 -7.6540 -3.0631 0.0 0.4 -0.2 0.078
H 2.1894 -13.2070 -3.0646 0.6 -0.3 0.2 0.077
H 6.5319 1.1604 1.2473 0.2 0.3 -0.2 0.111
N 3.1531 -11.2937 -3.1432 -0.7 0.7 -0.6 -0.306
H 0.3439 8.2668 8.6197 -1.0 0.1 -0.1 0.077
H -4.9136 -3.6411 -6.4972 0.4 -0.1 0.2 0.120
C 0.6039 -9.4345 -2.0997 0.9 -1.1 0.0 -0.106
H -4.8766 -2.7608 -2.0522 -0.4 0.0 -0.5 0.059
H 0.3947 0.0242 5.1951 0.9 0.0 -0.3 0.057
H 3.2456 0.6062 9.4766 -0.2 0.7 0.3 0.065
H 3.9649 -0.7202 -6.7629 -0.1 0.4 -0.1 0.045
N 5.3861 2.8045 1.7192 0.2 -0.3 0.9 -0.194
C 0.2557 -0.4737 -1.2454 0.1 0.6 0.7 -0.450
H 1.9985 3.0373 -0.4220 -0.1 0.0 -0.1 0.042
C -1.0507 2.5250 -6.4397 0.2 0.3 1.0 -0.035
N -4.7226 -5.0178 -3.9059 1.3 0.9 -1.8 -0.123
H -7.5210 5.0082 -0.9798 0.4 0.0 -0.3 0.065
H -3.1379 -2.5152 3.8621 0.4 -0.3 0.3 0.050
H 1.4574 8.7499 7.4637 0.2 0.1 -0.4 0.071
N 3.8989 -4.0688 -7.0052 0.7 -0.5 0.8 -0.265
H -4.3659 -0.0171 3.7329 -0.5 0.4 -0.1 0.068
C -3.1297 -3.0844 -4.0202 -0.2 -0.7 -2.0 -0.131
H -2.1938 9.0173 4.1875 0.1 0.1 0.0 0.075
N 0.7732 0.4041 -0.1152 -2.8 0.0 0.7 -0.081
H -0.0206 3.3501 1.4722 0.1 -0.1 0.1 0.074
H 4.7227 -4.5589 3.6474 -0.8 0.2 0.3 0.074
H 1.9883 5.6380 3.5856 -0.7 0.8 -0.2 0.065
N -1.9233 2.8937 -5.3030 0.4 1.6 0.8 -0.156
H -8.3142 -1.6243 4.8848 0.2 0.0 0.6 0.085
O -2.0286 6.2776 6.0463 0.4 0.4 -0.5 -0.291
H -0.1141 -0.3741 9.7835 0.1 -0.3 -0.3 0.056
H -7.1987 -4.7804 -2.9917 0.2 0.0 -0.1 0.085
H -5.3353 7.8678 -0.5897 0.1 0.1 0.1 0.078
C -3.8048 4.0650 1.5333 1.4 0.4 0.4 -0.148
C 2.5659 -3.8517 5.4016 0.6 0.6 -0.7 -0.103
H 1.4340 1.3100 10.9347 0.2 0.2 0.6 0.072
N 0.1143 5.2872 4.8445 0.7 0.9 1.4 -0.268
C 0.0373 -4.5481 3.3409 0.1 -0.7 -1.5 -0.121
C 0.6218 -1.8890 -0.8437 -0.6 -0.9 0.0 -0.047
C 6.3272 1.8902 2.0459 -0.7 -0.5 0.8 -0.336
C 1.6071 -1.0766 7.6277 -0.2 1.6 -0.3 -0.084
H -2.1202 1.6480 6.3659 0.0 0.0 -0.4 0.083
H -7.4262 6.0893 0.3203 0.4 0.4 0.3 0.074
H -2.6990 1.1390 -1.6709 -0.2 0.7 0.0 0.079
C 4.9804 -2.0755 -1.0985 -0.2 -0.4 1.0 -0.038
H 1.5743 -10.4742 0.7800 0.0 0.5 0.3 0.070
H -0.7163 5.1399 2.8869 -0.6 0.5 -0.1 0.068
H 3.0714 9.4460 -2.6149 0.0 0.1 0.0 0.067
C -4.2059 -2.3647 -4.8637 1.1 0.1 0.5 -0.150
H 0.6676 4.9239 7.5122 0.4 0.2 0.1 0.038
O -6.8907 -2.3823 1.1927 1.8 -0.1 0.2 -0.289
C -6.4442 3.9429 -3.2047 1.2 0.5 0.9 -0.096
C 4.3588 -4.9103 2.6819 0.9 0.7 0.1 -0.112
C 1.6051 5.3612 4.5678 -0.9 -0.8 1.3 -0.093
C 3.5887 6.7125 -3.0696 0.3 0.4 -1.9 -0.139
O -5.1567 -6.1548 -3.1980 0.2 0.4 0.5 -0.020
H -6.7262 -3.0662 -3.1296 0.4 -0.2 0.0 0.072
C -0.7290 4.6484 3.8598 1.5 -1.4 -0.1 -0.154
H -1.6940 4.2866 4.2147 -0.2 0.9 0.0 0.075
C 2.5589 -5.3056 1.1011 0.0 -0.4 0.3 -0.114
H -1.1193 3.2641 -7.2378 0.1 0.1 0.0 0.091
H 1.4305 8.7073 1.0987 0.1 -0.4 0.1 0.059
H 1.1800 2.5402 -1.9059 0.3 -1.0 0.1 0.074
H -1.2425 1.5454 -6.8775 -0.6 0.1 0.4 0.079
C 1.1803 2.1777 10.3257 -0.1 -1.0 -0.8 -0.127
C 2.1437 9.8267 -3.0420 0.1 -0.1 -0.1 -0.140
H 5.3640 3.6254 3.6757 0.1 0.0 -0.3 0.086
H -2.4343 -3.5860 -4.6931 0.2 0.1 -0.4 0.105
H -1.1104 -2.3262 2.1074 -0.1 -0.1 -0.1 0.072
H -7.0462 -2.8770 4.6733 -0.4 -0.1 0.0 0.073
H -7.1005 -4.9716 -6.1503 0.1 -0.2 -0.9 0.090
H -4.0174 -3.6768 4.9585 0.0 -0.1 -0.2 0.089
H 0.6177 2.9110 10.9036 0.0 0.0 0.0 0.076
H -0.9795 8.7824 -3.6747 0.4 -0.6 0.4 0.079
C -4.2790 -3.6552 -1.8757 -0.8 1.1 -0.1 -0.032
N 2.9646 -4.6834 2.3532 -1.4 1.0 0.9 -0.297
H -1.4329 5.0168 -4.8613 -0.1 -0.2 -0.7 0.078
C 0.2734 1.7906 0.0504 -0.4 1.0 -1.2 -0.464
H 0.3550 -4.9216 -3.7412 1.3 -1.0 0.0 0.059
H -3.7610 7.0544 -0.6165 -0.1 -0.3 -0.2 0.062
H 3.2528 -9.7276 1.0088 -0.5 0.4 0.0 0.076
P -0.6308 6.6145 5.6913 1.7 -0.6 -1.7 0.547
H 4.3447 -12.7972 -1.0884 0.0 -0.2 0.0 0.064
H -0.0725 -8.6280 -1.8170 0.4 0.2 0.1 0.076
H -5.9612 1.4925 -1.0747 0.9 -0.1 0.2 0.041
C 2.6969 -3.7833 -3.9808 -0.2 1.0 1.4 -0.152
H 1.2821 8.0147 3.2000 0.0 0.1 0.0 0.048
H -0.1005 6.4261 0.5899 -0.5 -0.2 0.4 0.067
N 0.4345 6.9899 6.9294 -0.2 -1.0 0.9 -0.303
N -5.9054 3.4073 -1.9066 -0.4 0.7 0.2 -0.288
C -3.2137 2.5484 -5.3425 0.0 -1.8 -2.1 -0.335
H 5.8990 0.5788 -6.4938 0.2 0.1 -0.2 0.130
H 2.1181 2.5868 9.9500 -0.2 0.3 0.2 0.063
H 3.1614 -4.7510 5.2437 -0.2 -0.3 -0.7 0.063
H -1.2160 7.8603 0.7016 0.3 0.0 0.1 0.056
H 0.5287 -0.9965 -3.2583 0.0 -0.2 -0.2 0.070
H -0.0470 2.4701 -6.0183 0.2 0.3 -0.2 0.064
H 4.9917 -4.3298 2.0106 0.2 -0.4 -0.5 0.058
N -4.7969 -0.7028 1.7970 -2.7 -2.0 -1.7 -0.290
P 1.1961 1.7358 7.6435 0.3 1.4 2.1 0.585
H 4.9189 -1.7542 -2.1383 0.6 0.3 0.1 0.083
H -1.1323 1.5611 -2.3492 0.0 -0.2 -0.1 0.096
O 1.9924 3.0341 7.4631 -1.1 -3.0 0.6 -0.316
H 3.9160 5.7117 -0.7591 0.1 -0.1 -0.1 0.076
C 0.9298 9.0592 0.1967 0.7 0.5 -0.5 -0.136
H 4.6533 -5.9598 2.6816 -0.4 -0.1 -0.5 0.092
O -3.4448 4.4090 -1.6575 1.1 0.5 0.6 -0.268
N -5.5288 5.7820 -0.7378 -0.5 1.7 -0.1 -0.282
H -3.7358 -1.8400 -5.6955 0.2 0.4 0.3 0.114
H -3.9073 -4.6805 2.0243 -0.1 0.2 -0.3 0.071
N 2.0351 -9.1298 -1.8673 -1.0 -1.0 0.7 -0.289
H -5.5474 -0.5249 -0.2299 -0.2 -0.6 0.3 0.067
H -3.8256 3.4053 2.4008 -0.1 0.2 0.3 0.081
O 1.2556 -4.1245 -7.7411 0.6 0.1 0.9 -0.298
H 6.5353 -3.1441 0.8824 0.1 -0.2 0.2 0.081
O 4.6592 -9.5692 -1.9341 -1.0 -0.1 -0.2 -0.294
H 0.4451 -9.6708 -3.1519 -0.2 0.1 -0.2 0.077
H -0.3695 -5.0646 2.4715 -0.3 -0.5 -0.1 0.072
C -6.9350 -3.9810 -3.6842 -0.5 0.4 -1.2 -0.012
H 5.5484 -1.9166 1.6567 -0.1 0.1 0.1 0.072